Entry from OMol25: C24H29N6O5PdS2 as an isolated structure (wB97M-V/def2-TZVPD).

Each line ends with the Löwdin charge.
Element x y z (Å)
Pd -0.82 -0.45 0.54  1.11
O 0.62 4.62 -1.52  0.07
C -0.16 4.89 -0.45  -0.25
C -0.32 6.25 -0.15  0.00
C -1.09 6.63 0.92  -0.05
C -1.72 5.69 1.74  -0.07
C -1.56 4.35 1.45  -0.01
C -0.79 3.92 0.35  -0.08
C -0.70 2.48 0.14  -0.37
O -1.24 1.67 0.90  -0.02
N 0.05 2.07 -0.98  0.06
N 0.00 0.78 -1.19  -0.13
C 0.80 0.39 -2.19  -0.90
S 0.80 -1.26 -2.64  1.02
C 1.77 -1.00 -4.14  -0.47
C 2.74 0.13 -3.85  -0.47
S 1.80 1.46 -3.06  1.04
H 0.66 3.65 -1.62  0.04
H 0.17 6.97 -0.78  0.12
H -1.20 7.69 1.14  0.11
H -2.32 6.00 2.58  0.11
H -2.03 3.60 2.06  0.12
H 1.09 -0.75 -4.96  0.09
H 2.29 -1.93 -4.37  0.09
H 3.18 0.53 -4.77  0.09
H 3.52 -0.18 -3.17  0.09
C -0.03 -5.06 -1.13  -0.02
N 0.96 -4.36 -0.33  -0.17
C 2.31 -4.90 -0.19  -0.02
C 0.66 -3.18 0.20  -0.32
O -0.43 -2.63 0.05  -0.12
H 0.18 -6.13 -1.10  0.09
H -0.01 -4.72 -2.17  0.09
H -1.02 -4.88 -0.73  0.09
H 2.28 -5.97 -0.34  0.09
H 2.69 -4.72 0.82  0.10
H 3.00 -4.46 -0.91  0.09
H 1.46 -2.72 0.79  0.14
C -3.23 -2.26 2.05  -0.01
C -3.74 -1.50 0.89  -0.27
C -5.10 -1.40 0.44  0.00
C -5.08 -0.61 -0.67  0.00
C -3.71 -0.25 -0.88  -0.28
C -3.18 0.60 -1.97  -0.01
N -2.92 -0.81 0.06  0.02
H -4.02 -2.83 2.52  0.09
H -2.79 -1.58 2.79  0.08
H -2.42 -2.93 1.74  0.08
H -5.95 -1.87 0.92  0.12
H -5.91 -0.31 -1.29  0.12
H -3.92 0.74 -2.75  0.09
H -2.28 0.16 -2.41  0.07
H -2.91 1.59 -1.58  0.09
C 4.72 0.36 1.78  -0.01
N 3.34 0.03 2.12  -0.05
C 2.96 -0.18 3.42  -0.04
C 1.69 -0.47 3.77  0.02
C 0.72 -0.53 2.72  -0.51
O -0.50 -0.81 2.86  -0.05
N 1.13 -0.29 1.44  0.06
C 2.41 -0.03 1.08  -0.51
O 2.77 0.13 -0.08  0.02
H 5.33 0.22 2.66  0.09
H 4.79 1.39 1.45  0.10
H 5.06 -0.29 0.98  0.09
H 3.75 -0.10 4.15  0.13
H 1.41 -0.64 4.80  0.12

E_tot in Ha: -2560.7277
Gap between HOMO and LUMO (spin up / spin down) in eV: 8.13 / 5.83
Net charge: +1
E_HOMO (spin up / spin down) in Ha: -0.397 / -0.398
Multiplicity: 5
Molar mass in g mol⁻¹: 652.1


Entry from OMol25: one molecule with the formula C5H7NO (wB97M-V/def2-TZVPD).

Each line ends with the Löwdin charge.
Element x y z (Å)
C 0.32 1.47 0.58  -0.02
C 0.17 0.03 0.91  -0.28
C -0.91 -0.96 0.52  -0.13
O -1.36 -0.75 -0.82  -0.05
C -0.38 -0.49 -1.70  -0.23
N 0.81 -0.10 -1.48  0.08
C 1.20 0.25 -0.13  -0.22
H -0.16 2.04 -0.21  0.09
H 0.42 2.11 1.48  0.10
H 0.61 -0.16 1.89  0.14
H -1.83 -1.01 1.11  0.13
H -0.40 -1.93 0.57  0.13
H -0.75 -0.62 -2.72  0.13
H 2.28 0.12 -0.01  0.13

E_tot in Ha: -324.6371
Gap between HOMO and LUMO in eV: 9.90
Net charge: 0
E_HOMO in Ha: -0.330
Molar mass in g mol⁻¹: 97.1
Structure (SMILES): C1=N[C@H]2C[C@H]2CO1


Entry from OMol25: an isolated ion of composition C10H13ClN3O and charge -1 (wB97M-V/def2-TZVPD).

Each line ends with the Löwdin charge.
Element x y z (Å)
C -2.66 -0.77 0.45  -0.27
C -1.65 -1.79 -1.39  -0.02
C -1.42 0.60 -1.09  -0.17
C -0.85 -1.64 -2.55  -0.19
C -1.92 -0.67 -0.67  -0.30
C -0.53 1.31 -0.44  -0.67
C 0.28 -0.11 2.80  -0.10
C 2.40 -0.32 -0.20  -0.11
C 0.00 1.16 1.99  -0.22
C 1.75 0.95 0.26  -0.26
N -3.08 -0.88 1.51  0.13
N -0.38 -0.44 -2.77  -0.18
N 0.32 0.96 0.57  -0.17
O 0.38 -0.15 -3.79  -0.20
Cl -0.24 2.92 -1.20  0.56
H -2.25 -2.69 -1.14  0.13
H -1.96 1.06 -1.96  0.14
H -0.62 -2.41 -3.26  0.08
H 0.42 -0.02 3.84  0.04
H -0.46 -0.86 2.61  0.05
H 1.22 -0.61 2.49  0.06
H 2.21 -1.29 0.43  0.10
H 1.92 -0.73 -1.10  0.07
H 3.38 -0.20 -0.36  0.02
H -1.12 1.42 2.27  0.15
H 0.59 2.00 2.37  0.09
H 2.45 1.51 1.02  0.14
H 1.81 1.67 -0.68  0.10

E_tot in Ha: -1088.4187
Gap between HOMO and LUMO in eV: 6.85
Net charge: -1
E_HOMO in Ha: -0.126
Molar mass in g mol⁻¹: 226.7
Structure (SMILES): CCN(CC)\C(Cl)=C/C(C#N)=C\C=N\[O-]


Entry from OMol25: C7H12N2 as an isolated structure (wB97M-V/def2-TZVPD).

Each line ends with the Löwdin charge.
Element x y z (Å)
C 0.57 -0.72 -0.51  -0.32
C -0.45 -1.20 0.41  -0.08
C 0.37 -0.74 -1.98  -0.05
C 1.88 -0.42 0.07  -0.06
C -0.47 1.54 -0.16  0.01
C -0.81 0.21 1.16  -0.53
N -0.08 0.41 2.25  0.07
C -2.25 0.38 1.19  -0.21
N -3.40 0.50 1.19  0.16
H -0.15 1.37 2.58  0.05
H -1.34 -1.61 -0.08  0.12
H -0.10 -1.89 1.18  0.12
H -0.68 -0.77 -2.26  0.09
H 0.85 0.12 -2.45  0.09
H 1.70 0.08 1.05  0.08
H 2.40 -1.35 0.32  0.11
H 2.51 0.19 -0.58  0.09
H 0.58 1.77 -0.33  0.05
H -1.03 1.41 -1.08  0.05
H -0.92 2.35 0.42  0.05
H 0.85 -1.64 -2.39  0.10

E_tot in Ha: -383.2618
Gap between HOMO and LUMO (spin up / spin down) in eV: 8.30 / 6.28
Net charge: 0
E_HOMO (spin up / spin down) in Ha: -0.316 / -0.274
Molar mass in g mol⁻¹: 124.2


Entry from OMol25: C8H20B3NO7S3 as an isolated structure (wB97M-V/def2-TZVPD).

Each line ends with the Löwdin charge.
Element x y z (Å)
N -2.15 0.10 0.82  0.20
B -1.64 -0.56 -0.39  -0.69
O -0.74 0.04 -1.29  0.24
B -1.37 0.00 -2.55  -0.27
O -1.93 -1.23 -2.98  0.19
B -2.73 -1.76 -1.95  -0.86
S -4.53 -2.14 -2.12  0.80
O -2.10 -1.88 -0.69  0.18
H -2.64 -0.61 1.34  0.08
H -2.87 0.73 0.51  0.09
H -1.46 0.96 -3.24  0.11
H -4.60 -3.46 -2.46  -0.13
C 1.62 3.38 -0.73  -0.22
C 2.43 4.21 -1.73  -0.21
C 1.51 4.51 -2.92  -0.22
S -0.16 4.52 -2.27  0.67
O -0.89 3.42 -2.85  -0.33
O -0.68 5.87 -2.29  -0.32
C 0.28 4.09 -0.59  -0.23
H 2.13 3.30 0.23  0.12
H 1.47 2.37 -1.11  0.12
H 2.75 5.14 -1.26  0.12
H 3.33 3.68 -2.05  0.11
H 1.72 5.48 -3.37  0.10
H 1.57 3.73 -3.68  0.10
H -0.50 3.46 -0.16  0.11
H 0.37 5.01 -0.02  0.11
C 0.11 -4.46 3.19  -0.22
C -0.22 -3.75 1.87  -0.21
C 0.48 -2.39 1.89  -0.22
S 1.92 -2.59 2.94  0.67
O 1.76 -1.77 4.11  -0.32
O 3.12 -2.52 2.13  -0.32
C 1.61 -4.29 3.39  -0.23
H -0.17 -5.51 3.17  0.11
H -0.43 -3.99 4.01  0.12
H 0.15 -4.35 1.03  0.12
H -1.30 -3.64 1.73  0.11
H 0.80 -2.08 0.90  0.10
H -0.15 -1.62 2.34  0.10
H 1.94 -4.46 4.41  0.11
H 2.17 -4.92 2.70  0.11

E_tot in Ha: -2167.6418
Gap between HOMO and LUMO in eV: 9.80
Net charge: 0
E_HOMO in Ha: -0.364
Molar mass in g mol⁻¹: 370.9


Entry from OMol25: C37H33Cl6N5O5Pb as an isolated structure (wB97M-V/def2-TZVPD).

Each line ends with the Löwdin charge.
Element x y z (Å)
Pb -1.07 -1.36 -1.78  1.39
Cl -2.93 -3.41 -1.20  0.74
C -3.50 -3.36 0.43  -0.55
C -2.69 -3.76 1.49  -0.25
C -3.23 -3.75 2.79  -0.58
Cl -2.25 -4.27 4.09  0.81
C -4.54 -3.34 3.02  -0.68
Cl -5.17 -3.32 4.60  0.77
C -5.35 -2.95 1.94  -0.69
Cl -6.96 -2.46 2.21  0.76
C -4.83 -2.98 0.64  -0.70
Cl -5.82 -2.59 -0.69  0.78
O -1.42 -4.26 1.40  0.06
C -0.38 -3.73 0.76  -0.38
O -0.46 -2.67 0.10  -0.23
C 0.85 -4.46 0.95  -0.12
C 1.94 -4.18 0.10  0.00
C 3.15 -4.85 0.22  0.04
C 3.24 -5.80 1.22  -0.17
O 4.28 -6.57 1.54  0.09
C 3.83 -7.45 2.56  -0.10
O 2.52 -7.07 2.93  0.07
C 2.15 -6.09 2.07  -0.18
C 0.95 -5.45 1.95  0.10
H 1.81 -3.44 -0.67  0.11
H 3.98 -4.67 -0.44  0.13
H 4.50 -7.39 3.44  0.15
H 3.83 -8.49 2.18  0.15
H 0.14 -5.66 2.62  0.12
N -4.54 1.27 -3.13  0.16
C -3.36 0.66 -3.24  -0.14
N -2.98 0.07 -2.13  -0.08
C -3.98 0.32 -1.21  -0.27
C -4.08 -0.01 0.14  -0.07
C -5.23 0.37 0.80  -0.09
C -6.26 1.05 0.15  -0.05
C -6.16 1.43 -1.18  0.02
C -4.99 1.07 -1.84  -0.17
H -5.01 1.80 -3.85  0.18
H -2.77 0.67 -4.14  0.14
H -3.28 -0.54 0.63  0.10
H -5.35 0.12 1.85  0.11
H -7.15 1.30 0.70  0.12
H -6.94 1.97 -1.67  0.12
C 2.43 5.58 -1.64  -0.02
C 1.16 5.11 -0.92  -0.51
C 0.47 6.37 -0.36  -0.03
C 0.21 4.47 -1.94  -0.04
C 1.53 4.15 0.27  -0.42
O 2.06 4.91 1.34  -0.01
C 2.59 3.07 -0.04  -0.09
C 2.49 2.15 -1.27  -0.14
C 3.52 1.06 -1.14  -0.23
C 3.17 -0.24 -0.80  -0.04
C 4.13 -1.22 -0.60  -0.10
C 5.47 -0.90 -0.76  -0.67
Cl 6.65 -2.13 -0.52  0.70
C 5.84 0.38 -1.12  -0.07
C 4.87 1.35 -1.30  -0.02
C 0.25 3.55 0.95  -0.02
N -0.01 2.16 0.70  -0.08
C -0.74 1.59 -0.24  -0.12
N -0.63 0.26 -0.13  -0.08
C 0.21 0.09 0.93  -0.19
N 0.58 1.23 1.44  0.17
H 2.17 6.37 -2.34  0.10
H 2.90 4.78 -2.20  0.08
H 3.15 5.99 -0.95  0.09
H 0.21 7.03 -1.18  0.10
H 1.13 6.90 0.32  0.09
H -0.44 6.13 0.18  0.08
H 0.10 5.15 -2.78  0.10
H -0.78 4.32 -1.52  0.07
H 0.58 3.52 -2.32  0.07
H 2.87 5.35 1.07  0.11
H 2.65 2.44 0.85  0.12
H 3.55 3.59 -0.12  0.12
H 2.68 2.71 -2.18  0.11
H 1.50 1.69 -1.35  0.08
H 2.12 -0.50 -0.67  0.07
H 3.84 -2.22 -0.31  0.07
H 6.89 0.62 -1.24  0.12
H 5.18 2.35 -1.57  0.12
H -0.62 4.14 0.69  0.13
H 0.45 3.65 2.02  0.15
H -1.35 2.10 -0.95  0.13
H 0.50 -0.86 1.30  0.12

E_tot in Ha: -5033.2801
Gap between HOMO and LUMO in eV: 6.84
Net charge: +2
E_HOMO in Ha: -0.473
Molar mass in g mol⁻¹: 1047.6


Entry from OMol25: a 2-piece molecular cluster, CH5FP2 overall (wB97M-V/def2-TZVPD).

Each line ends with the Löwdin charge.
Element x y z (Å)
C -0.54 -0.29 0.18  -1.04
F -0.92 -0.62 1.42  -0.12
P -0.06 1.45 -0.06  0.74
P 0.16 -1.69 -0.76  0.75
H -2.32 -0.23 -0.67  0.13
H 0.83 1.47 1.02  -0.11
H -1.08 1.97 0.74  -0.11
H 1.32 -1.81 0.04  -0.11
H 0.82 -0.86 -1.66  -0.12

E_tot in Ha: -823.4949
Gap between HOMO and LUMO (spin up / spin down) in eV: 8.75 / 8.74
Net charge: 0
E_HOMO (spin up / spin down) in Ha: -0.335 / -0.335
Molar mass in g mol⁻¹: 98.0


Entry from OMol25: a 12-piece molecular cluster, ClH22O15 overall (wB97M-V/def2-TZVPD).

Each line ends with the Löwdin charge.
Element x y z (Å)
Cl 1.06 0.59 -0.10  0.88
O -0.45 0.47 -0.13  -0.35
O 1.42 2.01 -0.39  -0.34
O 1.51 0.27 1.29  -0.34
O 1.71 -0.42 -1.03  -0.36
O 2.35 -2.32 2.47  -0.09
H 1.96 -1.46 2.16  0.00
H 1.82 -3.05 2.11  0.03
O -2.51 -0.11 -2.19  -0.01
H -2.19 0.56 -1.64  -0.02
H -2.59 0.32 -3.01  0.03
O -0.64 1.90 2.55  -0.06
H -0.17 1.56 1.79  -0.05
H 0.09 2.33 3.02  0.04
O -0.74 -2.19 -1.72  -0.05
H -1.20 -1.34 -1.81  -0.01
H 0.15 -1.95 -1.92  -0.01
O 0.77 -0.28 -3.52  -0.04
H 1.50 -0.36 -2.91  -0.01
H 0.36 0.47 -3.13  -0.03
O 2.16 -3.10 -1.09  -0.04
H 2.47 -2.22 -0.91  -0.01
H 1.76 -3.26 -0.23  0.02
O 1.22 0.57 4.44  -0.06
H 2.06 0.29 4.06  0.03
H 0.51 0.04 4.09  0.03
O -0.34 4.02 0.17  -0.05
H 0.45 3.54 -0.08  -0.02
H -0.72 4.39 -0.63  0.02
O -2.84 -0.03 1.11  -0.07
H -2.30 -0.79 0.86  -0.03
H -2.49 0.77 0.71  0.00
O -1.28 -2.33 0.91  -0.05
H -1.64 -3.21 0.99  0.05
H -1.02 -2.41 0.01  -0.03
O -0.73 1.97 -2.36  -0.05
H -0.38 1.93 -1.47  -0.02
H -1.10 2.84 -2.47  0.05

E_tot in Ha: -1601.8146
Gap between HOMO and LUMO in eV: 9.82
Net charge: -1
E_HOMO in Ha: -0.270
Molar mass in g mol⁻¹: 297.6


Entry from OMol25: a 2-piece molecular cluster, C2HNO2S overall (wB97M-V/def2-TZVPD).

Each line ends with the Löwdin charge.
Element x y z (Å)
C 1.48 -0.90 -0.25  -0.79
C -1.26 0.39 0.02  -0.82
N -0.63 -0.42 0.74  0.03
O -1.44 1.13 -0.89  -0.02
O -2.01 0.11 1.20  -0.20
S 2.89 -0.04 0.12  -0.03
H 0.97 -0.28 -0.94  -0.18

E_tot in Ha: -680.0012
Gap between HOMO and LUMO in eV: 4.34
Net charge: -2
E_HOMO in Ha: 0.075
Molar mass in g mol⁻¹: 103.1


- Among the records above, which one has the highest molar mass?
  C37H33Cl6N5O5Pb


- molar mass of number 3 (C10H13ClN3O)?
  226.7 g mol⁻¹